(1)
The following is a DFT calculation (ωB97M-V/def2-TZVPD) of a structure of composition C19H24BrCoNOS.

The lowest unoccupied orbital energy (spin up / spin down) is -5.49 / -5.50 eV. For the HOMO-LUMO gap (spin up / spin down), the calculation gives 6.06 / 6.08 eV. The net charge is +1. The HOMO energy (spin up / spin down) comes out at -0.425 / -0.425 Eh.

CARTESIAN COORDINATES (ANGSTROEM)
Co 1.736841 -3.122330 -0.481344
S 3.884520 -3.285800 -0.226005
C 3.295451 -3.524682 1.411874
C 3.964774 -3.676285 2.612065
C 3.193879 -3.795222 3.757203
C 1.801770 -3.750603 3.686473
C 1.204642 -3.592842 2.455128
N 1.958723 -3.496557 1.355990
H 5.044771 -3.692379 2.638759
H 3.677713 -3.917135 4.717443
H 1.191251 -3.839977 4.572553
H 0.131868 -3.554711 2.324093
C -3.232988 2.885644 -0.810744
C -3.394774 1.366945 -0.788470
C -4.166313 0.974504 0.480614
C -4.193668 0.939408 -2.028920
C -2.049597 0.645704 -0.793992
C -2.026965 -0.754607 -0.777310
C -0.811729 -1.375504 -0.808854
Br -0.705274 -3.275293 -0.779365
C 0.425277 -0.709994 -0.843148
O 1.546921 -1.411574 -0.946793
C 0.419983 0.699716 -0.811078
C -0.831492 1.316389 -0.809908
C 1.663599 1.601438 -0.808302
C 3.009820 0.877145 -0.723276
C 1.574096 2.542325 0.406175
C 1.654267 2.432904 -2.101989
H -4.219820 3.348980 -0.808680
H -2.712611 3.227394 -1.707614
H -2.697537 3.252062 0.067447
H -5.126762 1.491963 0.498926
H -3.613208 1.254531 1.378953
H -4.370123 -0.096484 0.522493
H -5.153192 1.458746 -2.042071
H -4.399951 -0.131878 -2.035251
H -3.659299 1.190718 -2.946625
H -2.943053 -1.328484 -0.749924
H -0.851207 2.395312 -0.815797
H 3.093484 0.261151 0.172131
H 3.792025 1.636798 -0.681070
H 3.200721 0.247707 -1.590427
H 1.567498 1.975960 1.339568
H 0.687412 3.174781 0.384394
H 2.445850 3.198160 0.415599
H 1.708174 1.789009 -2.981544
H 2.522648 3.093766 -2.113239
H 0.761597 3.053204 -2.186152

Forces on the atoms, in the same order (eV/Å):
-0.344 0.792 -0.053
-0.117 0.035 -0.048
0.131 0.008 0.119
0.003 -0.027 -0.033
-0.061 0.004 0.017
0.082 -0.027 -0.013
-0.145 -0.032 -0.039
0.109 0.139 -0.157
-0.011 0.000 0.005
-0.002 0.002 -0.005
0.002 0.002 -0.011
0.011 0.033 -0.006
-0.020 0.027 -0.001
0.035 -0.084 0.007
-0.040 0.046 -0.017
-0.039 0.046 0.015
0.046 -0.060 -0.004
-0.138 0.171 0.009
0.250 0.263 -0.052
0.115 -0.205 0.004
-0.547 0.345 0.108
0.686 -1.112 0.125
0.115 -0.255 0.028
-0.129 -0.064 0.005
-0.114 0.013 -0.014
0.007 -0.003 -0.001
0.048 0.005 -0.016
0.047 0.009 0.020
0.001 0.004 -0.001
0.000 -0.007 0.005
0.000 -0.007 -0.005
-0.002 -0.008 0.010
0.006 -0.005 -0.008
0.016 0.000 -0.004
-0.002 -0.009 -0.010
0.017 0.001 0.002
0.006 -0.005 0.009
0.011 -0.010 0.009
0.011 -0.002 -0.002
-0.013 0.002 0.010
0.013 -0.016 0.000
-0.009 0.004 -0.007
-0.009 -0.003 -0.007
-0.003 -0.006 0.000
-0.007 0.005 0.007
-0.008 -0.004 0.008
-0.009 0.006 -0.008
0.000 -0.011 0.000

(2)
The following is a DFT calculation (ωB97M-V/def2-TZVPD) of a structure of composition C19H24Cl2MnN3O.

The lowest unoccupied orbital energy (spin up / spin down) is 2.18 / 2.17 eV. As for the energy above the lowest of the compared OMol25 structures with the same formula, charge and spin: 20.5 kcal per mole. For the HOMO-LUMO gap (spin up / spin down), the calculation gives 4.02 / 4.54 eV. The net charge is -1. The HOMO energy (spin up / spin down) comes out at -0.068 / -0.087 Eh. Its multiplicity is 6.

CARTESIAN COORDINATES (ANGSTROEM)
Mn 0.451521 0.239256 -0.145225
C -2.140677 -0.510408 1.958173
N -1.067264 -1.155786 1.221200
C -1.592083 -2.237862 0.399322
C -0.065391 -1.680937 2.160806
C 1.197106 -2.158723 1.475287
C 1.812230 -3.321323 1.932573
C 3.030007 -3.728288 1.397510
C 3.616071 -2.948026 0.409215
C 2.967420 -1.800189 -0.047502
C 1.734970 -1.361323 0.450968
H -2.678622 -1.229155 2.596606
H -2.859519 -0.068379 1.264467
H -1.724962 0.285643 2.575105
H -2.158888 -2.965064 1.002946
H -0.765418 -2.757131 -0.087701
H -2.260344 -1.837714 -0.369720
H -0.509518 -2.491553 2.762670
H 0.188783 -0.855598 2.829968
H 1.344362 -3.910149 2.718629
H 3.511691 -4.632661 1.750483
H 4.578207 -3.233439 -0.005992
H 3.462513 -1.212751 -0.817924
Cl 0.012314 2.153433 3.745558
C 0.919657 3.267435 2.729461
C 1.364917 4.436709 3.303196
C 2.085054 5.373879 2.561848
C 2.330051 5.093312 1.215913
C 1.881749 3.925818 0.642854
Cl 2.209300 3.673687 -1.064951
C 1.144965 2.871459 1.343721
N 0.751239 1.765317 0.816235
H 1.147708 4.621736 4.350014
H 2.443628 6.289609 3.015342
H 2.877881 5.801350 0.602127
C -2.667123 -0.196750 -4.631700
N -1.792971 -0.673506 -3.571594
C -0.640588 -1.445116 -4.024549
C -1.647377 0.048874 -2.435793
C -2.835548 0.771418 -1.871866
O -0.588613 0.060128 -1.846113
H -3.124787 -1.039057 -5.151154
H -2.099783 0.388303 -5.358538
H -3.458711 0.429802 -4.231328
H -0.989973 -2.383206 -4.455574
H 0.015389 -1.656029 -3.186583
H -0.067864 -0.902978 -4.780263
H -2.851177 1.803434 -2.223939
H -2.717239 0.804751 -0.791756
H -3.774295 0.287750 -2.132435

Forces on the atoms, in the same order (eV/Å):
0.790 -0.298 1.044
0.037 0.168 -0.019
-0.024 -0.269 -0.145
0.019 0.053 -0.051
0.056 0.017 -0.039
-0.027 -0.050 0.159
0.042 0.031 0.006
-0.055 0.104 -0.047
-0.032 0.040 0.038
0.110 -0.064 -0.011
-0.021 -0.478 -0.389
-0.009 -0.018 0.030
-0.014 -0.023 0.013
-0.005 0.024 -0.061
0.000 -0.021 0.007
-0.031 0.032 -0.006
-0.003 -0.020 0.050
-0.030 0.003 0.050
0.012 0.027 0.018
0.004 0.011 -0.013
0.011 -0.004 0.008
-0.020 -0.002 -0.007
-0.002 -0.049 -0.025
0.009 -0.010 -0.018
0.158 0.226 -0.106
-0.055 -0.116 -0.004
0.024 0.041 0.004
-0.040 -0.091 -0.081
-0.049 0.041 0.303
-0.010 -0.038 0.012
-0.054 -0.040 -0.191
-0.209 0.995 0.459
-0.004 -0.025 -0.025
-0.021 -0.036 -0.015
-0.024 -0.037 0.010
-0.162 -0.251 0.101
0.183 0.083 -0.515
-0.091 -0.056 -0.049
-0.852 0.097 -0.141
-0.145 0.129 -0.024
0.512 -0.240 -0.259
0.010 -0.033 -0.009
0.049 0.045 -0.044
0.019 -0.029 -0.004
-0.034 0.002 -0.050
-0.044 -0.010 0.033
0.010 0.075 -0.018
0.008 0.032 -0.029
0.040 0.016 0.012
-0.036 0.018 0.040

(3)
The following is a DFT calculation (ωB97M-V/def2-TZVPD) of a structure of composition C19H24Cl2MnN3O.

The lowest unoccupied orbital energy (spin up / spin down) is 2.16 / 2.15 eV. As for the energy above the lowest of the compared OMol25 structures with the same formula, charge and spin: 15.2 kcal per mole. For the HOMO-LUMO gap (spin up / spin down), the calculation gives 4.10 / 4.53 eV. The net charge is -1. The HOMO energy (spin up / spin down) comes out at -0.071 / -0.087 Eh. Its multiplicity is 6.

CARTESIAN COORDINATES (ANGSTROEM)
Mn 0.359406 -0.236683 0.398584
C -2.665024 0.966557 -0.445470
N -1.831456 -0.195759 -0.700455
C -1.689042 -0.432086 -2.127757
C -2.398873 -1.386599 -0.050671
C -1.454423 -2.571544 -0.082636
C -1.967938 -3.842392 -0.329888
C -1.135801 -4.955615 -0.266539
C 0.203906 -4.773435 0.052862
C 0.696255 -3.486105 0.277510
C -0.102782 -2.340404 0.210586
H -3.668528 0.849440 -0.885778
H -2.207435 1.858181 -0.879919
H -2.746744 1.115714 0.629950
H -2.668420 -0.553349 -2.619565
H -1.102843 -1.336600 -2.290521
H -1.176325 0.411397 -2.600039
H -3.360265 -1.647086 -0.526602
H -2.597453 -1.104946 0.986439
H -3.021715 -3.966173 -0.566800
H -1.529342 -5.946862 -0.459472
H 0.865163 -5.631188 0.126908
H 1.748892 -3.386071 0.532602
Cl -2.542927 1.080069 3.503588
C -0.909525 1.316057 4.148525
C -0.813096 1.761312 5.445578
C 0.427153 1.980660 6.046665
C 1.563660 1.735217 5.272407
C 1.461062 1.290487 3.975714
Cl 2.971717 1.043030 3.091301
C 0.212024 1.009310 3.259602
N 0.116307 0.569714 2.061395
H -1.727589 1.940441 6.001174
H 0.504392 2.323429 7.069702
H 2.551734 1.897241 5.690162
C 2.687676 2.355748 -3.974112
N 2.064743 1.266993 -3.236170
C 2.715874 -0.028657 -3.411906
C 1.415130 1.491392 -2.069038
C 0.677793 2.787726 -1.856634
O 1.370805 0.627443 -1.197790
H 2.629268 2.168002 -5.046253
H 3.740440 2.435835 -3.692439
H 2.201132 3.302143 -3.766863
H 2.613669 -0.334985 -4.452557
H 2.253263 -0.765734 -2.765777
H 3.777625 0.038744 -3.163177
H 1.323375 3.504976 -1.348133
H -0.148492 2.571912 -1.183936
H 0.313580 3.223103 -2.784359

Forces on the atoms, in the same order (eV/Å):
-0.493 -0.581 0.811
0.041 0.059 0.091
0.100 -0.143 -0.181
0.034 0.084 -0.087
-0.015 -0.022 -0.038
-0.249 -0.033 0.073
0.084 0.014 0.037
0.043 0.089 0.011
-0.042 0.112 0.020
-0.007 -0.220 -0.026
0.317 0.063 -0.336
-0.020 -0.017 0.019
-0.024 -0.019 -0.017
0.028 0.034 0.027
-0.009 -0.018 0.015
0.014 0.032 -0.003
-0.033 -0.016 0.013
-0.029 0.027 0.025
0.027 -0.024 0.036
0.001 -0.005 0.004
-0.004 -0.011 0.007
-0.004 -0.001 -0.012
0.000 -0.010 -0.039
0.202 0.000 -0.018
0.017 -0.016 -0.018
-0.062 -0.007 -0.022
0.013 -0.044 -0.116
0.013 0.004 -0.019
-0.052 0.009 -0.004
-0.179 -0.013 0.006
0.106 0.171 0.349
-0.135 0.346 -0.144
0.014 -0.009 -0.023
0.003 0.001 -0.015
-0.013 -0.009 -0.027
-0.189 -0.122 -0.049
0.390 -0.038 0.004
-0.039 0.157 -0.055
-0.296 0.086 0.327
0.125 0.015 -0.042
0.302 0.010 -0.596
-0.002 -0.050 -0.018
0.054 0.048 -0.021
-0.033 0.017 0.034
0.029 0.009 -0.036
-0.058 0.003 0.013
0.037 -0.024 0.024
0.041 0.012 -0.009
-0.001 0.027 0.015
-0.046 0.021 0.009

(4)
The following is a DFT calculation (ωB97M-V/def2-TZVPD) of a cluster of 2 separate species, C19H24Cl2N6O4 in total.

The lowest unoccupied orbital energy is -0.04 eV. As for the energy above the lowest of the compared OMol25 structures with the same formula, charge and spin: 10.5 kcal per mole. For the HOMO-LUMO gap, the calculation gives 9.25 eV. The HOMO energy comes out at -0.342 Eh.

CARTESIAN COORDINATES (ANGSTROEM)
O -1.339503 6.207557 1.601242
O 2.175655 -3.129353 1.338239
O -2.890076 -1.479181 0.186037
O -4.786125 3.512398 0.871646
Cl 6.344391 1.994252 1.126974
Cl 4.452965 2.298071 -1.435206
N 1.007508 -6.765859 0.795922
C -1.905512 5.551765 0.742376
C 2.285147 -3.405809 0.151578
C -2.150433 -0.611861 -0.231509
C -4.125043 3.418683 -0.156840
C 1.616722 -7.633529 1.569623
C 3.001757 -7.263717 1.756598
C 3.176071 -6.114864 1.053826
C 5.425895 -0.554268 1.245798
C 4.642734 -1.628980 0.826063
C 3.779936 -0.301767 -0.992589
C 5.377890 0.657859 0.557967
C 4.551538 0.786140 -0.567184
C 3.798564 -1.508262 -0.286657
N -0.860076 -0.863254 -0.285012
N 2.991327 -2.569976 -0.700844
N -4.689311 3.412600 -1.371671
N 1.938477 -5.819736 0.491664
N -1.986488 4.226762 0.853927
C -2.495147 6.253686 -0.466053
C -6.128919 3.535102 -1.592936
C 1.655121 -4.681638 -0.388544
C -2.668325 0.763036 -0.641595
C -2.165138 1.859312 0.310767
C -2.592551 3.281357 -0.092387
H 1.148539 -8.513897 1.999363
H 3.739250 -7.799056 2.345343
H 4.090008 -5.533755 0.972673
H 6.065743 -0.650454 2.118129
H 4.686456 -2.556504 1.389096
H 3.142731 -0.180234 -1.860581
H -0.205675 -0.142583 -0.517034
H -0.586560 -1.728442 0.150391
H 2.889418 -2.729832 -1.696956
H -4.093140 3.323513 -2.178259
H -1.637783 3.856469 1.724172
H -2.092641 5.827463 -1.381079
H -2.229828 7.309062 -0.416141
H -3.579058 6.161351 -0.440036
H -6.495753 4.452809 -1.127354
H -6.350919 3.559026 -2.660615
H -6.643822 2.687384 -1.135538
H 2.033650 -4.899614 -1.388537
H 0.574068 -4.536855 -0.455090
H -3.758539 0.736494 -0.628359
H -2.331498 0.977708 -1.655694
H -1.074517 1.825198 0.341891
H -2.539991 1.645087 1.313505
H -2.189194 3.483137 -1.084506

Forces on the atoms, in the same order (eV/Å):
0.002 -0.012 0.186
0.116 -0.326 -0.937
-0.851 -0.149 0.043
0.373 -0.031 -0.556
-0.270 -0.369 -0.180
0.004 -0.516 0.205
0.057 0.770 -0.238
0.402 1.891 0.094
0.227 0.936 1.762
-2.211 0.112 0.476
-0.402 0.016 1.531
1.647 0.272 0.191
-0.778 -0.828 0.276
-1.000 -0.016 -0.194
-0.408 -0.114 -0.394
0.085 0.205 0.068
0.140 0.166 0.337
-0.070 0.149 -0.122
0.143 -0.226 0.151
0.653 1.048 0.520
1.941 0.212 -0.447
-0.799 -1.452 -0.768
0.016 -0.003 -1.116
0.990 0.107 0.252
-0.594 -1.923 -0.614
0.070 -0.253 0.240
0.145 -0.070 0.445
0.135 -0.558 -0.238
0.229 0.177 0.162
-0.218 -0.075 -0.162
0.312 0.231 0.182
-0.228 0.360 -0.308
-0.172 0.191 -0.181
-0.525 0.168 -0.255
-0.102 0.035 -0.182
-0.106 0.157 -0.144
0.003 -0.008 0.042
0.380 -0.094 0.076
0.349 0.098 -0.002
0.160 0.021 0.264
-0.036 0.056 0.075
-0.036 0.017 0.041
-0.145 -0.060 -0.237
0.022 -0.186 0.085
-0.114 -0.076 -0.203
-0.006 -0.111 -0.040
0.205 -0.020 0.125
-0.041 0.110 -0.044
-0.057 -0.014 -0.122
0.095 -0.157 0.138
0.118 -0.209 -0.052
0.000 0.058 -0.196
0.029 0.183 0.101
0.009 0.072 0.063
0.111 0.038 -0.202